No. 1
Entry from the OMol25 dataset: C47H37F3KN7SSb as an isolated structure in a non-equilibrium geometry (wB97M-V/def2-TZVPD).

Geometry as XYZ:
```
97
Properties=species:S:1:pos:R:3:lowdin_charge:R:1
K 0.2325 1.2230 -0.9454 0.526
S 2.2118 0.9044 1.2999 0.589
C 1.0398 1.8884 2.0202 -0.829
C 1.3841 2.7327 3.0977 -0.109
C 0.4308 3.5370 3.6580 -0.084
C -0.8737 3.4936 3.1545 -0.083
C -1.1339 2.6298 2.1165 -0.176
N -0.2257 1.8436 1.5482 -0.134
H 2.4032 2.7207 3.4522 0.091
H 0.6778 4.1978 4.4787 0.102
H -1.6583 4.1063 3.5700 0.092
H -2.1364 2.5473 1.7127 0.095
C 3.5554 1.5296 -4.5532 -0.051
C 2.4163 1.4901 -3.7627 -0.123
N 2.4075 1.0006 -2.5281 0.013
C 3.5437 0.5661 -2.0204 -0.113
C 4.7678 0.5953 -2.7045 -0.207
C 4.7433 1.0654 -4.0222 -0.022
C 6.0053 0.0948 -2.1370 -0.048
C 6.4584 0.1698 -0.8723 -0.029
C 5.9296 0.8788 0.2769 -0.284
C 5.1217 2.0188 0.2353 -0.045
C 4.7931 2.6030 1.4468 -0.194
N 5.2193 2.1284 2.6123 0.078
C 5.9555 1.0305 2.5442 -0.229
N 6.3545 0.4028 1.4624 0.119
H 3.5127 1.9163 -5.5607 0.103
H 1.4637 1.8471 -4.1275 0.098
H 3.4902 0.1615 -1.0217 0.076
H 5.6540 1.0840 -4.6055 0.114
H 6.6413 -0.4194 -2.8513 0.109
H 7.3712 -0.3628 -0.6291 0.106
H 4.7762 2.4365 -0.6975 0.112
H 4.1876 3.5009 1.4902 0.108
H 6.2818 0.6062 3.4877 0.103
F -2.6553 -6.8555 2.4493 0.031
C -2.1851 -5.5951 2.2487 -0.284
C -2.6416 -4.8733 1.1616 -0.015
C -2.1563 -3.5923 0.9735 -0.144
C -1.2322 -3.0335 1.8441 -0.375
C -0.7943 -3.7888 2.9209 -0.114
C -1.2660 -5.0735 3.1368 -0.018
Sb -0.6188 -0.9835 1.4177 1.527
C 0.2524 -0.7459 3.3720 -0.403
C -0.2607 0.0833 4.3550 -0.121
C 0.4065 0.2588 5.5563 -0.011
C 1.6026 -0.4017 5.7518 -0.275
F 2.2515 -0.2527 6.9360 0.036
C 2.1563 -1.2149 4.7822 -0.012
C 1.4715 -1.3726 3.5925 -0.182
C -2.6176 -0.4207 2.0065 -0.366
C -3.1656 -0.8691 3.1989 -0.119
C -4.4331 -0.4778 3.5930 -0.007
C -5.1448 0.3735 2.7695 -0.276
F -6.3790 0.7845 3.1600 0.038
C -4.6406 0.8136 1.5611 -0.013
C -3.3734 0.3996 1.1859 -0.141
H -3.3646 -5.3118 0.4899 0.113
H -2.5083 -3.0077 0.1337 0.092
H -0.0754 -3.3694 3.6122 0.083
H -0.9365 -5.6631 3.9799 0.112
H -1.1861 0.6173 4.1841 0.095
H 0.0138 0.8996 6.3312 0.115
H 3.1038 -1.7003 4.9593 0.115
H 1.9054 -1.9773 2.8066 0.100
H -2.5960 -1.5401 3.8299 0.102
H -4.8673 -0.8137 4.5228 0.114
H -5.2292 1.4726 0.9412 0.116
H -2.9650 0.7203 0.2351 0.092
N -1.9659 -3.8592 -5.0114 0.112
C -1.6506 -3.0536 -3.9550 -0.324
C -0.9488 -3.5428 -2.8485 -0.021
C -0.5976 -2.6697 -1.8416 -0.189
N -0.8999 -1.3764 -1.8419 -0.019
C -1.5672 -0.9098 -2.8950 -0.130
C -1.9543 -1.6879 -3.9649 0.009
H -1.9653 -4.8539 -4.8679 0.093
H -2.6261 -3.5057 -5.6828 0.099
H -0.6856 -4.5880 -2.7853 0.105
H -0.0487 -3.0265 -0.9766 0.092
H -1.8108 0.1436 -2.8740 0.079
H -2.4900 -1.2516 -4.7943 0.100
C -0.9651 3.4817 -2.4878 -0.112
C -1.8345 2.7856 -3.2801 -0.400
C -1.5621 2.5193 -4.6648 -0.086
C -2.4200 1.8109 -5.4455 -0.073
C -3.6487 1.3399 -4.9310 -0.317
C -3.9660 1.6199 -3.5834 -0.071
C -3.0945 2.3011 -2.7934 -0.101
C -4.5205 0.6290 -5.7417 -0.285
N -5.2317 0.0185 -6.4214 0.092
H -1.2583 3.7944 -1.4949 0.027
H -0.0718 3.9185 -2.9168 0.031
H -0.6444 2.9211 -5.0848 0.093
H -2.1884 1.6106 -6.4857 0.109
H -4.9182 1.2767 -3.1940 0.112
H -3.3412 2.5006 -1.7583 0.095
```

Output
spin multiplicity	1
energy above the lowest of the compared OMol25 structures with the same formula, charge and spin	1.135	eV
LUMO level	1.59	eV
Kohn-Sham gap	5.134	eV
charge	-1
HOMO level	-3.5	eV

=====

No. 2
Entry from the OMol25 dataset: C47H37FMnN3OP2 as an isolated structure (wB97M-V/def2-TZVPD).

Geometry as XYZ:
```
92
Properties=species:S:1:pos:R:3:lowdin_charge:R:1
Mn 2.1825 -1.0137 -0.7126 0.860
O -3.2739 0.2051 -1.7136 -0.036
C -3.8001 1.4151 -1.2513 -0.264
C -4.8927 2.0007 -1.8557 0.034
C -5.3582 3.2118 -1.3622 -0.005
C -4.7288 3.8317 -0.2889 -0.024
C -3.6196 3.2489 0.2980 -0.052
C -3.1613 2.0141 -0.1724 -0.252
P -1.5506 1.4354 0.3699 1.139
C -1.3336 1.6095 2.1232 -0.370
C -2.4416 1.7926 2.9551 -0.080
C -2.2524 1.8835 4.3249 -0.033
C -0.9743 1.7817 4.8584 -0.023
C 0.1257 1.5833 4.0296 -0.033
C -0.0454 1.4887 2.6602 -0.092
C -0.4503 2.4854 -0.5853 -0.334
C 0.2918 3.4700 0.0620 -0.059
C 0.8967 4.4661 -0.6943 -0.055
C 0.7866 4.4651 -2.0758 -0.026
C 0.0384 3.4829 -2.7179 -0.030
C -0.5995 2.5065 -1.9749 -0.095
C -3.8613 -0.8839 -1.0757 -0.259
C -5.1143 -1.3526 -1.4050 0.041
C -5.6075 -2.4516 -0.7132 -0.003
C -4.8581 -3.0658 0.2838 -0.029
C -3.6011 -2.5863 0.6099 -0.052
C -3.1000 -1.4729 -0.0705 -0.261
P -1.4253 -0.8451 0.1069 1.141
C -0.5120 -1.5011 -1.3265 -0.319
C 0.2732 -0.7471 -2.2136 -0.151
C 0.8058 -1.3572 -3.3503 -0.038
C 0.5301 -2.6893 -3.6288 -0.022
C -0.2743 -3.4248 -2.7680 -0.039
C -0.7844 -2.8426 -1.6156 -0.063
C -0.7943 -1.5400 1.6332 -0.344
C -1.5642 -1.3647 2.7893 -0.100
C -1.1173 -1.8598 4.0022 -0.028
C 0.0902 -2.5427 4.0712 -0.018
C 0.8422 -2.7501 2.9213 -0.034
C 0.4028 -2.2480 1.7090 -0.083
H -5.3597 1.5280 -2.7087 0.135
H -6.2124 3.6827 -1.8296 0.131
H -5.0933 4.7804 0.0797 0.128
H -3.1042 3.7578 1.1029 0.123
H -3.4393 1.8670 2.5428 0.113
H -3.1027 2.0413 4.9743 0.126
H -0.8334 1.8567 5.9286 0.127
H 1.1182 1.5077 4.4526 0.124
H 0.8046 1.3154 2.0129 0.095
H 0.3702 3.4963 1.1393 0.110
H 1.4414 5.2544 -0.1916 0.122
H 1.2591 5.2459 -2.6567 0.127
H -0.0791 3.5049 -3.7930 0.124
H -1.2565 1.8017 -2.4724 0.112
H -5.6940 -0.8841 -2.1876 0.134
H -6.5875 -2.8369 -0.9612 0.132
H -5.2553 -3.9251 0.8059 0.127
H -3.0193 -3.0797 1.3760 0.116
H 0.3796 0.3211 -2.0883 0.081
H 1.3849 -0.7645 -4.0476 0.131
H 0.9170 -3.1444 -4.5310 0.133
H -0.5171 -4.4548 -2.9956 0.133
H -1.4220 -3.4271 -0.9634 0.124
H -2.5138 -0.8476 2.7463 0.113
H -1.7168 -1.7195 4.8914 0.128
H 0.4390 -2.9324 5.0182 0.128
H 1.7632 -3.3149 2.9713 0.121
H 0.9733 -2.4755 0.8135 0.062
C 5.6535 3.4487 -0.2355 -0.025
C 4.2863 3.2452 -0.3511 -0.049
C 3.7769 1.9657 -0.4863 -0.014
C 4.6572 0.8856 -0.5098 -0.223
C 6.0383 1.0854 -0.3987 0.004
C 6.5286 2.3655 -0.2626 -0.032
N 4.1206 -0.4228 -0.6620 0.001
N 4.9689 -1.3223 -0.8518 0.128
C 4.4489 -2.6145 -0.9731 -0.279
C 5.3311 -3.6727 -1.0358 0.053
C 4.8142 -4.9604 -1.0787 0.016
C 3.4385 -5.1309 -1.0602 0.001
C 2.6234 -4.0126 -1.0252 -0.085
N 3.1092 -2.7664 -0.9946 0.013
H 6.0420 4.4520 -0.1231 0.124
H 3.6163 4.0929 -0.3358 0.093
H 2.7120 1.8057 -0.5813 0.079
H 6.7084 0.2392 -0.4160 0.116
H 7.5944 2.5245 -0.1779 0.125
H 6.3929 -3.4710 -1.0352 0.139
H 5.4760 -5.8151 -1.1186 0.137
H 2.9950 -6.1160 -1.0803 0.130
H 1.5475 -4.1104 -1.0346 0.101
F 1.3058 0.3108 0.1635 -0.428
```

Output
spin multiplicity	4
LUMO level (alpha / beta)	-8.81 / -8.99	eV
Kohn-Sham gap (alpha / beta)	7.201 / 7.015	eV
charge	+3
HOMO level (alpha / beta)	-16.0 / -16.0	eV